# 1
{
  "formula": "C29H81N7O8",
  "method": "wB97M-V/def2-TZVPD",
  "e_lumo_ha": 0.0092,
  "gap_ev": 9.088,
  "total_energy_ev": -58189.811,
  "e_above_lowest_ev": 3.843,
  "homo_energy_ev": -8.839,
  "elements": ["O", "O", "O", "O", "O", "O", "O", "O", "N", "N", "N", "N", "N", "N", "N", "C", "C", "C", "C", "C", "C", "C", "C", "C", "C", "C", "C", "C", "C", "C", "C", "C", "C", "C", "C", "C", "C", "C", "C", "C", "C", "C", "C", "C", "H", "H", "H", "H", "H", "H", "H", "H", "H", "H", "H", "H", "H", "H", "H", "H", "H", "H", "H", "H", "H", "H", "H", "H", "H", "H", "H", "H", "H", "H", "H", "H", "H", "H", "H", "H", "H", "H", "H", "H", "H", "H", "H", "H", "H", "H", "H", "H", "H", "H", "H", "H", "H", "H", "H", "H", "H", "H", "H", "H", "H", "H", "H", "H", "H", "H", "H", "H", "H", "H", "H", "H", "H", "H", "H", "H", "H", "H", "H", "H", "H"],
  "coordinates": [[13.79993, -9.63865, 11.01884], [19.42923, -16.92041, 3.44397], [17.83885, -3.81489, 1.37781], [12.27060, -8.35225, 2.45562], [22.85261, -11.21571, 11.01381], [8.54436, -18.55097, 4.40291], [23.45272, -10.17120, 3.29166], [15.66217, -11.82017, 7.61063], [26.00569, -8.90804, 2.90310], [11.60623, -11.49254, 9.93211], [22.20964, -9.97220, 8.50096], [20.49258, -17.74326, -0.07437], [9.61176, -17.21437, 7.63903], [19.55019, -4.30247, 3.59306], [12.76190, -7.44271, -0.20617], [14.33318, -8.33093, 10.90769], [10.65114, -16.69104, 5.54538], [21.49499, -10.94021, 10.60750], [22.18116, -10.42902, 2.80690], [18.06042, -16.87329, 3.75618], [10.94333, -8.86046, -1.19222], [11.80727, -11.03591, 11.32831], [11.88048, -9.12126, 1.29825], [12.47834, -9.65255, 11.40539], [19.78943, -17.92642, 1.19192], [23.13757, -11.21942, 12.43879], [8.94060, -18.58704, 5.77090], [17.66566, -4.86088, 5.02700], [24.43938, -10.72501, 2.41949], [21.69987, -12.27502, 8.39449], [26.26899, -10.77638, 4.33797], [12.68034, -12.16719, 11.97194], [17.37147, -3.85799, 2.68198], [25.85574, -10.34212, 2.92741], [21.32386, -10.99045, 9.09884], [20.50298, -19.14630, 1.81156], [18.25505, -4.77232, 3.54649], [8.50414, -19.86752, 3.88032], [19.80675, -16.66908, 2.11555], [9.35090, -17.16024, 6.22287], [17.12428, -2.97174, 0.46443], [11.29096, -8.36045, 3.52174], [11.56535, -8.20731, 0.08240], [15.57581, -10.91408, 6.55605], [7.69723, -20.49237, 4.26317], [11.93171, -8.93959, 10.78812], [10.69722, -16.99846, 4.50065], [21.53797, -18.87464, 2.01914], [13.61488, -12.14186, 11.41150], [12.52074, -11.54813, 9.50702], [18.13697, -5.64226, 5.62314], [25.40677, -8.60623, 3.65829], [17.85366, -16.94447, 4.82401], [12.37291, -6.54184, -0.44536], [8.64649, -16.37117, 5.95972], [20.79140, -16.20158, 2.11942], [13.79847, -7.84930, 10.08904], [12.78530, -11.94085, 13.03299], [10.77541, -8.08233, -1.93681], [20.30395, -10.74600, 8.80198], [16.08622, -3.23522, 0.26167], [17.60915, -3.05838, -0.50793], [21.72655, -12.25726, 7.30498], [16.59316, -5.05530, 5.03498], [18.16448, -5.79629, 3.18403], [21.48543, -17.56297, -0.03138], [25.77773, -10.21861, 5.13525], [12.73228, -9.77566, 1.11308], [23.35155, -10.22442, 12.82906], [17.16608, -2.88301, 3.12392], [15.40362, -9.90459, 6.92935], [21.85578, -11.46050, 2.94213], [21.91733, -10.20908, 1.77244], [21.11498, -9.99250, 10.98895], [16.36133, -4.26425, 2.73387], [14.21612, -7.79910, 11.85191], [10.83489, -7.48598, 0.44874], [24.02316, -11.83424, 12.59944], [8.81184, -17.72564, 7.98374], [20.95318, -13.01452, 8.68381], [10.33338, -17.89466, 7.83026], [10.82959, -11.03125, 11.81020], [25.59658, -8.43180, 2.11194], [9.84015, -19.17443, 5.95496], [20.26594, -16.87754, -0.54262], [8.08061, -18.92700, 6.34791], [12.24678, -13.14962, 11.78499], [17.66250, -15.89214, 3.49712], [17.19035, -1.92965, 0.77716], [11.66919, -9.59943, -1.53157], [20.88223, -11.69851, 11.09497], [8.26020, -19.74329, 2.82526], [14.80752, -11.29507, 5.88325], [24.29940, -10.46247, 1.37087], [23.12354, -10.11688, 8.90584], [20.08000, -19.43665, 2.77326], [10.00578, -9.37548, -0.98275], [9.44982, -20.40882, 3.90822], [20.37220, -20.02631, 1.18181], [11.51847, -17.16580, 6.00411], [10.74961, -9.26011, 3.81440], [27.32342, -10.54273, 4.48524], [18.78432, -18.30203, 1.00021], [16.52872, -10.91566, 6.02684], [21.41844, -9.90660, 3.38434], [11.11704, -9.86738, 1.51862], [12.48842, -9.22213, 12.40675], [19.59313, -3.32095, 3.82730], [22.29403, -10.18792, 7.51789], [24.24404, -11.79643, 2.37467], [17.63557, -17.71054, 3.20245], [15.77623, -11.32810, 8.42700], [22.26466, -11.59164, 12.97508], [19.95324, -4.33762, 2.66764], [26.53067, -10.74722, 2.17345], [11.79784, -7.98976, 4.41267], [10.84295, -15.63368, 5.72788], [11.28028, -12.44648, 9.87035], [19.26239, -15.83319, 1.67615], [26.16879, -11.85942, 4.40932], [15.36279, -8.50272, 10.59386], [22.66498, -12.64875, 8.73653], [10.56024, -7.61019, 3.21964], [13.19706, -7.28839, 0.69212], [17.96236, -4.02106, 5.65531]]
}

***

# 2
{
  "formula": "C4H4O3",
  "method": "wB97M-V/def2-TZVPD",
  "e_lumo_ha": 0.0015,
  "gap_ev": 9.565,
  "total_energy_ev": -10350.873,
  "e_above_lowest_ev": 4.339,
  "homo_energy_ev": -9.525,
  "elements": ["O", "O", "O", "C", "C", "C", "C", "H", "H", "H", "H"],
  "coordinates": [[-1.51840, 0.41473, -0.16869], [0.29050, -1.05624, -0.71424], [-1.52952, -0.20426, 2.11797], [-1.09580, -0.02399, 1.03502], [0.86132, 1.24449, -0.21994], [-0.09198, 0.11151, -0.01030], [-0.30220, -2.14402, -0.26984], [0.87628, 1.53411, -1.27528], [0.09057, -2.92819, -0.95256], [0.54949, 2.10366, 0.37765], [1.86974, 0.94820, 0.08020]]
}

***

# 3
{
  "formula": "C65H159F6N18O12P5",
  "method": "wB97M-V/def2-TZVPD",
  "e_lumo_ha": 0.1121,
  "gap_ev": 6.307,
  "total_charge": -2,
  "total_energy_ev": -184126.373,
  "homo_energy_ev": -3.256,
  "elements": ["P", "P", "P", "P", "P", "F", "F", "F", "F", "F", "F", "O", "O", "O", "O", "O", "O", "O", "O", "O", "O", "O", "O", "N", "N", "N", "N", "N", "N", "N", "N", "N", "N", "N", "N", "N", "N", "N", "N", "N", "N", "C", "C", "C", "C", "C", "C", "C", "C", "C", "C", "C", "C", "C", "C", "C", "C", "C", "C", "C", "C", "C", "C", "C", "C", "C", "C", "C", "C", "C", "C", "C", "C", "C", "C", "C", "C", "C", "C", "C", "C", "C", "C", "C", "C", "C", "C", "C", "C", "C", "C", "C", "C", "C", "C", "C", "C", "C", "C", "C", "C", "C", "C", "C", "C", "C", "H", "H", "H", "H", "H", "H", "H", "H", "H", "H", "H", "H", "H", "H", "H", "H", "H", "H", "H", "H", "H", "H", "H", "H", "H", "H", "H", "H", "H", "H", "H", "H", "H", "H", "H", "H", "H", "H", "H", "H", "H", "H", "H", "H", "H", "H", "H", "H", "H", "H", "H", "H", "H", "H", "H", "H", "H", "H", "H", "H", "H", "H", "H", "H", "H", "H", "H", "H", "H", "H", "H", "H", "H", "H", "H", "H", "H", "H", "H", "H", "H", "H", "H", "H", "H", "H", "H", "H", "H", "H", "H", "H", "H", "H", "H", "H", "H", "H", "H", "H", "H", "H", "H", "H", "H", "H", "H", "H", "H", "H", "H", "H", "H", "H", "H", "H", "H", "H", "H", "H", "H", "H", "H", "H", "H", "H", "H", "H", "H", "H", "H", "H", "H", "H", "H", "H", "H", "H", "H", "H", "H", "H", "H", "H", "H", "H", "H", "H", "H", "H", "H", "H", "H", "H", "H", "H", "H", "H", "H"],
  "coordinates": [[3.44985, 3.45370, -0.84312], [3.38047, -4.80926, -1.12798], [-1.85757, -3.65345, 6.03862], [6.17666, -1.26641, 2.23680], [1.41720, 3.95360, 6.81300], [0.25473, -0.07877, 2.47807], [0.21164, 1.95055, 1.72735], [-0.14192, -3.92427, -6.06102], [0.68973, -4.38175, -8.00818], [-1.47480, 1.20039, 3.06825], [0.05023, -2.39654, -7.61505], [-2.21662, 2.08100, -8.45634], [-1.68618, -4.68528, 7.11240], [2.67519, -3.96725, -5.94165], [-5.22282, 1.72564, -0.76546], [-4.17666, -4.74963, -5.20890], [4.70038, -4.86383, -0.41419], [1.96968, -1.53546, -6.13332], [6.29056, -0.11502, 1.30146], [3.41630, 2.66920, -2.08216], [2.52139, 4.69170, 6.20908], [-0.40138, 0.16652, -0.13232], [-2.26688, -0.53581, 1.31003], [4.86507, 4.37459, -0.63824], [0.35886, 5.01132, 7.63350], [6.98754, -2.50838, 1.55698], [3.48761, -5.66086, -2.58920], [1.98759, 2.80233, 7.84647], [2.16471, -5.55375, -0.13907], [2.87363, -3.24935, -1.39100], [-5.86436, 2.89517, -0.33393], [-1.92939, 2.81492, -7.29835], [-3.06337, -4.28134, 5.09376], [0.55082, 3.03364, 5.77842], [2.26373, 4.71578, -0.70699], [-3.81248, -3.71312, -4.28856], [4.60723, -1.75597, 2.37099], [-2.20469, -2.16879, 6.71111], [6.68351, -0.89448, 3.80830], [3.26779, 2.55956, 0.54815], [-0.68608, -3.14109, 4.91722], [1.89268, 5.28713, -1.97366], [-0.72384, 2.33253, -6.65936], [6.85743, -3.88729, 2.02731], [6.13584, 3.69995, -0.96221], [3.74618, 2.91621, 1.83404], [-3.54782, -2.00773, -6.00329], [-5.01270, 4.00862, -2.24146], [-0.88981, 3.25508, 5.40869], [2.89543, 1.14763, 0.56521], [-1.46697, 0.40162, 0.92133], [0.29411, 6.38007, 7.14307], [2.41611, -5.85102, -3.57474], [-1.69857, 3.77177, -4.72138], [4.87112, -6.07041, -2.92498], [8.14630, -0.96417, 4.00547], [-3.18041, -3.19948, -2.03972], [2.18055, -5.42656, 1.29040], [-3.00363, -2.11863, 7.87599], [-6.50941, 2.62440, 0.90850], [-5.77354, 5.28128, -0.19282], [1.56718, -2.70104, -0.90585], [-3.68522, 1.72675, -5.79795], [1.60866, 1.38273, 7.82844], [-2.25230, -0.92871, 6.01863], [2.74048, 3.30107, 9.01818], [-7.61037, 1.59863, 0.68957], [-6.27485, 5.17492, 1.28933], [-2.97189, -5.42036, -2.89035], [-5.26302, -4.61564, -2.43254], [-3.87848, -1.80115, -2.19987], [0.36748, 2.61212, -7.71344], [-0.35941, -3.93969, 3.71470], [-0.48513, 3.24361, -5.47115], [2.10194, -3.03372, -6.61458], [-3.18571, 3.02713, -6.52713], [6.33074, 0.43999, 4.20731], [-0.57656, 0.86733, 2.06952], [-5.83592, -2.33743, -4.96165], [-5.60088, 2.09446, 1.99203], [-4.32657, 3.51132, -7.51551], [4.02381, -2.15984, 1.04693], [-2.86431, 4.17613, -5.64395], [-0.59121, 4.60767, 8.62428], [0.65920, -3.36286, -7.02298], [-5.04344, 4.06578, -0.65934], [1.28081, 2.30359, 4.72963], [-0.67718, 0.83526, -6.25642], [1.61839, -6.86724, -0.47904], [-7.12816, 3.89987, 1.40069], [-0.86923, 0.14855, -1.52620], [-4.27613, -2.38922, -4.67559], [-3.57244, -3.60285, 3.90143], [1.12834, 4.47575, 0.15652], [3.95268, -2.18161, 3.57834], [3.10887, -1.03185, -5.47747], [8.13457, -2.26811, 0.72785], [0.49130, -2.45995, 5.49593], [0.13939, 1.00292, -2.27895], [-3.68038, -5.50208, 5.49983], [-3.51367, 4.11328, -0.24382], [-3.79030, -1.36999, -3.64947], [3.71190, -2.36986, -2.30910], [-3.88199, -4.23868, -2.91986], [4.92038, 5.50611, 0.26726], [3.83176, 0.16590, -6.25198], [8.07921, -1.16447, 0.57462], [-6.37578, -2.22806, -3.98551], [4.64720, -2.31736, -1.78977], [1.38644, -2.84894, 5.01253], [1.38886, 1.12996, 8.89699], [0.53908, -2.69399, 6.59082], [0.76676, 1.14129, 7.19658], [-1.40968, 0.12767, -6.71734], [1.49874, -5.41791, -3.19851], [-4.49785, 1.44241, -0.13437], [1.22357, -5.67654, 1.68361], [3.19680, -1.43853, -2.38828], [0.56477, 1.76317, -8.34976], [0.42450, -1.36421, 5.46704], [-3.76533, -6.22892, 4.69086], [8.59534, -0.27791, 3.27025], [0.78880, -2.64460, -1.67358], [2.36866, -4.40806, 1.66683], [2.49663, 0.80988, -0.37511], [-3.07964, 4.97040, -0.72536], [3.90219, 4.01317, 1.89082], [-0.04705, 4.18555, -5.83376], [9.04815, -2.64793, 1.19777], [-3.03830, -5.88177, 6.24202], [3.26371, 4.21112, 8.71512], [8.45109, -0.66510, 5.04284], [-3.38060, -4.24053, 3.03500], [3.78596, -1.84885, -5.28252], [-8.14897, 1.24172, 1.59254], [-1.84549, 0.60927, -1.73064], [-3.01857, -3.11952, 8.29051], [7.02597, -4.56483, 1.20897], [1.34465, 3.01293, -7.23773], [2.02159, -7.50630, 0.28718], [-5.79869, -3.75880, -1.96088], [-6.88729, 5.98292, 1.61451], [3.98577, -3.22015, 3.83181], [-2.89353, 1.20245, -5.28762], [-3.38823, -6.32065, -3.36595], [2.01066, -7.17784, -1.42146], [7.58237, -4.16146, 2.88814], [-5.38592, 5.07806, 2.01876], [-4.51249, 2.86884, -8.35388], [-3.36879, 4.26388, 0.82452], [-2.06252, -5.15003, -3.37936], [4.85464, -7.15774, -3.07109], [1.72609, -1.72480, -0.45189], [0.32502, 3.85044, -0.19439], [0.81931, 1.29815, 4.61834], [1.13419, 6.52372, 6.42945], [-3.98421, 1.10336, -6.63127], [-1.03981, 3.71626, 4.40080], [6.60645, 0.43072, 5.27305], [-4.61135, 3.09999, -2.72020], [6.91994, 1.17856, 3.66854], [2.65067, -5.37831, -4.55293], [4.21485, -3.17369, 0.68979], [-2.02222, 2.97516, -4.01850], [6.90791, 4.48227, -1.10104], [-3.73688, -2.77426, -6.77949], [3.10889, 2.69035, 2.64433], [-5.26289, -5.45761, -1.70068], [3.14193, 0.97789, -6.48021], [1.22206, 2.76668, 3.70492], [-5.22358, 3.55222, -6.90445], [4.67871, 0.64548, -5.66424], [5.27357, 0.73638, 4.22234], [-6.32564, -3.20436, -5.47124], [2.47985, -2.87291, -7.63042], [-2.75565, -1.12199, -3.84949], [-6.12617, 1.99734, 2.93807], [8.00684, -2.84909, -0.19637], [-7.17508, 0.75495, 0.12189], [2.07370, 0.97850, 1.26831], [2.24267, -6.92378, -3.78459], [-1.77267, 1.39396, 0.51828], [-2.60066, -1.41598, 8.61009], [2.80210, -0.48923, -4.56336], [3.77285, 0.54261, 0.74631], [0.23746, 2.85240, -4.73015], [-0.77966, 0.67731, -5.16347], [-4.05108, -1.83089, 7.67921], [-0.27701, -3.34644, 2.83664], [3.68591, -2.83242, -3.26002], [-1.41618, 4.69908, -4.12759], [-4.44939, 4.87694, -2.65492], [-4.03618, 4.46523, -7.93105], [1.26169, 6.17491, -1.74619], [0.43687, 7.05526, 7.96633], [-0.10587, 1.13421, -3.33171], [-1.44215, 3.71446, 6.25447], [-7.51326, 3.82688, 2.47442], [2.48556, 0.78757, 7.54477], [0.50457, -6.90872, -0.45736], [-2.48168, -1.83386, -5.84271], [-4.92950, -2.08269, -2.03717], [-8.31461, 2.13358, 0.03824], [-5.19182, 6.18019, -0.42335], [-3.27417, -3.58194, -1.00727], [8.44901, -1.99921, 3.81676], [-2.11964, -3.21463, -2.26485], [-4.01020, -1.10168, -6.32811], [-6.02174, 4.07687, -2.59116], [-1.76049, -1.01177, 5.07306], [5.08086, 5.28915, 1.32041], [-4.67922, -5.48721, 5.97476], [-3.75585, 4.46418, -5.07512], [4.29995, -1.45900, 0.26965], [-1.06498, -4.77973, 3.56971], [0.31963, 2.00077, -1.80310], [6.48851, 2.98224, -0.19645], [-1.32847, 2.26591, 5.22062], [5.98756, 3.18053, -1.91823], [1.18053, 0.63191, -2.21546], [-4.81287, 2.83909, 2.24612], [2.93805, -6.07949, 1.69906], [-2.19353, 1.16481, -8.16259], [-2.47480, 5.01191, -6.22465], [-0.06064, 3.48607, -8.30955], [2.94540, -2.13212, 1.11592], [2.33378, 2.29938, 4.99281], [1.13898, -3.32583, -0.14063], [-0.61177, 5.29393, 9.46647], [-5.20637, 1.09556, 1.85385], [-3.39592, -4.85754, -5.82076], [5.23957, -5.58427, -3.85487], [-3.06093, 3.22151, -0.64166], [0.60144, -4.48561, 3.97575], [-4.46804, 2.06391, -5.13579], [0.26268, 0.42839, -6.51975], [1.45677, 4.02039, 1.06772], [2.95602, -1.76614, 3.61508], [-0.81008, -0.89658, -1.82322], [2.80190, 5.66519, -2.47034], [5.50244, -5.85856, -2.08805], [5.52847, 6.30503, 0.01674], [-5.96405, -4.95441, -3.22171], [-0.64405, 6.60568, 6.60205], [-0.24117, 3.66274, 9.04876], [-8.00745, 4.14420, 0.76608], [5.87664, -3.95635, 2.44839], [-1.82402, -0.15681, 6.65121], [3.48692, 2.54096, 9.30231], [2.18095, 3.49106, 9.96925], [4.74577, 2.47704, 1.97425], [-4.63362, -3.31913, 3.95686], [4.56073, -1.62988, 4.28553], [-3.55773, -1.08192, -1.45924], [-4.33068, -0.47543, -3.89336], [-2.70009, -5.77251, -1.88618], [-6.64740, 5.35412, -0.83171], [1.41950, 4.67907, -2.77659], [-1.58594, 4.42422, 8.25478], [-2.98732, -2.67011, 3.75184], [-6.02174, -1.37119, -5.51834], [4.27689, -0.19104, -7.15587], [-3.30841, -0.75004, 5.81281], [0.71522, 5.46571, 0.33754], [3.90837, 5.85322, 0.25860]]
}